# 1
Density functional theory data (ωB97M-V/def2-TZVPD) for a molecular structure, C18H30BrN2OPPbSi in a non-equilibrium geometry.

As for the multiplicity: 1. The value obtained for the HOMO energy (alpha / beta) is -4.85 / -4.85 eV. The value obtained for the total energy is -4286.18059 Ha. The calculation puts the HOMO-LUMO gap (alpha / beta) at 0.1671 / 0.1671 hartree.

The geometry in XYZ format:
```
55
Properties=species:S:1:pos:R:3:forces:R:3:nbo_charge:R:1
Pb 0.421 0.649 0.203 -0.6 -0.1 -2.7 1.219
Si -1.300 -2.363 1.204 -0.5 1.7 0.8 0.831
P 0.285 -3.253 -0.213 0.3 -0.6 -1.0 1.061
N -0.020 1.032 -1.967 2.2 -0.1 3.1 -1.136
H 2.081 1.441 1.835 1.3 -0.2 0.3 0.092
C 1.669 -2.396 -1.031 0.1 0.4 0.2 -0.952
H 2.222 -3.120 -1.653 -0.4 0.0 0.3 0.259
H 2.358 -1.972 -0.287 -0.2 0.1 -0.2 0.294
H 1.315 -1.578 -1.678 0.0 -0.1 0.2 0.314
C 1.060 -4.631 0.686 -0.1 -0.1 0.3 -0.947
H 1.415 -5.389 -0.027 -0.1 0.3 0.2 0.259
H 0.327 -5.089 1.363 0.2 0.0 -0.2 0.253
H 1.911 -4.263 1.276 -0.3 -0.1 -0.1 0.266
C -0.657 -4.031 -1.569 -0.2 0.0 0.1 -0.943
H -0.062 -4.840 -2.018 -0.2 0.3 0.2 0.252
H -0.896 -3.275 -2.333 0.0 -0.2 0.3 0.292
H -1.593 -4.442 -1.164 0.2 0.1 -0.2 0.254
C -0.608 -1.769 2.858 0.2 -0.3 0.1 -1.097
H -0.051 -0.822 2.790 -0.2 -0.5 -0.2 0.269
H 0.047 -2.529 3.307 -0.1 0.2 0.0 0.240
H -1.450 -1.602 3.550 0.1 -0.2 -0.3 0.258
H -2.034 -1.206 0.592 0.4 -0.6 -0.2 -0.098
H -2.327 -3.416 1.457 0.5 -0.3 -0.3 -0.128
C -1.021 0.785 -2.765 -1.5 -0.3 -0.8 0.177
C -1.943 1.097 -5.044 -0.3 -0.3 0.5 -0.199
C -0.919 1.265 -4.140 -0.1 -0.2 0.4 -0.303
C -2.255 0.084 -2.425 0.8 0.4 -0.2 -0.374
C -3.267 -0.070 -3.349 0.0 0.3 -0.8 -0.192
C -3.127 0.437 -4.656 -0.4 -0.2 -0.1 -0.353
H -1.839 1.481 -6.061 -0.1 -0.1 0.2 0.198
H 0.004 1.785 -4.415 -0.3 -0.2 0.2 0.207
H -2.370 -0.291 -1.405 0.0 0.1 -0.2 0.169
H -4.194 -0.579 -3.064 0.3 0.2 -0.1 0.189
H -3.943 0.316 -5.372 0.2 0.0 0.2 0.193
C 3.017 0.930 1.386 -1.3 0.8 0.3 0.112
O 2.658 0.605 0.082 -0.4 -0.2 -0.1 -0.950
C 4.163 1.927 1.448 0.2 0.1 -0.1 -0.624
H 4.401 2.201 2.480 0.0 -0.1 0.0 0.191
H 3.931 2.849 0.907 -0.1 -0.2 0.0 0.217
H 5.061 1.490 0.994 -0.1 0.0 0.0 0.207
C 3.271 -0.300 2.248 0.1 -0.4 0.4 -0.634
H 3.821 -1.073 1.693 0.0 0.3 0.0 0.202
H 2.329 -0.758 2.592 0.2 0.1 -0.2 0.188
H 3.851 -0.043 3.143 -0.1 -0.1 -0.1 0.206
Br -3.602 5.279 -0.187 0.3 -0.1 0.2 0.092
C -2.241 4.498 0.884 0.5 -0.2 0.1 -0.114
C -2.124 4.827 2.237 0.2 -0.3 -0.2 -0.187
C -1.121 4.208 2.989 0.2 -0.2 -0.6 -0.243
C -0.277 3.283 2.363 -0.6 0.2 -0.3 0.040
N -0.419 2.948 1.070 -0.4 1.2 -0.3 -0.476
C -1.350 3.579 0.309 0.1 -0.1 1.0 0.022
H -2.800 5.554 2.679 0.1 -0.2 0.0 0.237
H -0.974 4.418 4.041 -0.1 0.1 -0.1 0.228
H 0.543 2.803 2.909 -0.4 0.0 -0.2 0.211
H -1.380 3.330 -0.752 0.0 -0.2 0.2 0.256
```
Forces are in eV/Å.

***

# 2
Density functional theory data (ωB97M-V/def2-TZVPD) for C18H30N2O2 in the gas phase.

As for the multiplicity: 1. The value obtained for the HOMO energy is -8.15 eV. The value obtained for the total energy is -963.83335 Ha. The calculation puts the HOMO-LUMO gap at 0.3320 hartree. Its SMILES is Cc1cc(C)c(C)c(OCCOCCN2CCN(C)CC2)c1.

The geometry in XYZ format:
```
52
Properties=species:S:1:pos:R:3:forces:R:3:nbo_charge:R:1
C -1.519 -0.163 -5.455 0.0 0.0 0.0 -0.627
C -2.360 0.104 -4.243 -0.1 0.1 0.0 0.017
C -3.386 1.031 -4.268 0.1 -0.1 0.0 -0.241
C -4.158 1.278 -3.139 0.1 -0.1 0.1 -0.003
C -5.265 2.287 -3.196 0.0 0.0 0.0 -0.630
C -3.904 0.587 -1.958 0.1 -0.1 0.1 -0.007
C -4.724 0.842 -0.729 0.1 -0.1 0.0 -0.653
C -2.868 -0.359 -1.929 -0.1 0.1 -0.1 0.305
O -2.705 -1.026 -0.742 -0.3 0.4 -0.1 -0.503
C -1.641 -1.929 -0.586 0.6 -0.1 0.1 -0.092
C -0.275 -1.238 -0.410 -0.3 -0.1 -0.1 -0.097
O -0.090 -0.696 0.876 -0.1 0.2 0.0 -0.538
C 0.322 -1.608 1.872 0.2 -0.2 0.0 -0.076
C 1.830 -1.902 1.876 -0.4 0.1 0.1 -0.241
N 2.568 -0.902 2.622 0.1 -0.1 0.0 -0.441
C 2.589 0.388 1.955 -0.1 0.3 0.2 -0.241
C 3.260 1.417 2.855 0.0 -0.1 -0.3 -0.227
N 4.622 1.007 3.142 -0.1 0.0 0.1 -0.436
C 5.330 1.995 3.923 0.0 0.0 0.0 -0.404
C 4.603 -0.286 3.798 0.1 -0.2 -0.2 -0.226
C 3.931 -1.315 2.896 0.1 0.0 0.3 -0.223
C -2.106 -0.588 -3.065 0.1 -0.1 0.2 -0.319
H -1.874 0.410 -6.308 0.0 0.0 -0.1 0.214
H -1.543 -1.221 -5.712 0.0 -0.1 -0.1 0.216
H -0.481 0.110 -5.265 0.1 0.0 -0.1 0.217
H -3.592 1.574 -5.179 0.0 0.1 -0.1 0.201
H -6.217 1.828 -2.936 -0.1 0.0 0.0 0.218
H -5.346 2.712 -4.193 0.0 0.0 0.0 0.215
H -5.083 3.096 -2.489 -0.1 0.1 0.0 0.218
H -4.337 0.265 0.104 -0.1 0.0 0.1 0.239
H -5.764 0.561 -0.898 -0.1 0.0 0.1 0.213
H -4.702 1.899 -0.468 -0.1 0.1 0.1 0.213
H -1.889 -2.485 0.323 0.1 0.0 -0.1 0.199
H -1.598 -2.638 -1.423 0.0 0.0 0.1 0.174
H -0.212 -0.386 -1.093 0.1 -0.2 0.0 0.207
H 0.521 -1.954 -0.657 0.0 0.1 0.0 0.167
H 0.057 -1.143 2.824 0.0 -0.1 0.0 0.206
H -0.227 -2.553 1.777 0.0 0.0 0.0 0.165
H 1.988 -2.864 2.370 0.0 0.0 -0.1 0.201
H 2.194 -1.990 0.836 0.0 -0.1 0.1 0.166
H 1.564 0.692 1.743 0.1 0.0 -0.1 0.226
H 3.145 0.330 1.001 -0.1 0.0 0.0 0.166
H 3.287 2.384 2.346 0.0 0.0 0.0 0.201
H 2.669 1.524 3.782 0.0 0.0 0.0 0.166
H 6.355 1.661 4.077 0.1 0.1 0.0 0.199
H 5.348 2.936 3.374 0.0 0.1 0.0 0.200
H 4.867 2.173 4.908 0.0 0.0 0.0 0.162
H 5.634 -0.593 3.996 0.0 0.0 0.0 0.200
H 4.058 -0.243 4.758 0.0 0.0 0.0 0.166
H 3.912 -2.283 3.403 0.0 0.0 0.0 0.199
H 4.520 -1.415 1.967 0.0 0.0 0.0 0.167
H -1.303 -1.309 -3.061 0.1 -0.1 0.0 0.205
```
Forces are in eV/Å.

***

# 3
Density functional theory data (ωB97M-V/def2-TZVPD) for C18H30N4OS in the gas phase.

As for the multiplicity: 1. The value obtained for the HOMO energy is -8.11 eV. The value obtained for the total energy is -1396.32739 Ha. The calculation puts the HOMO-LUMO gap at 0.3213 hartree. Its SMILES is C=CCNC(=S)N1CCN(CCNC2=CC(=O)CC(C)(C)C2)CC1.

The geometry in XYZ format:
```
54
Properties=species:S:1:pos:R:3:forces:R:3:nbo_charge:R:1
C -2.385 -4.826 -0.245 -0.1 -0.1 0.0 -0.384
C -1.803 -3.657 -0.050 0.0 0.2 -0.1 -0.212
C -2.533 -2.446 0.436 0.0 -0.2 0.3 -0.262
N -2.278 -1.319 -0.441 0.1 0.2 -0.3 -0.593
C -2.518 -0.044 -0.084 -0.1 -0.1 -0.3 0.326
S -2.983 0.332 1.465 -0.2 0.1 0.8 -0.306
N -2.384 0.911 -1.051 -0.1 -0.3 0.1 -0.442
C -1.319 0.858 -2.036 0.1 0.0 -0.4 -0.219
C -0.404 2.093 -1.865 -0.1 -0.1 0.0 -0.224
N -0.414 2.444 -0.465 0.1 0.2 -0.2 -0.465
C 0.750 3.091 0.089 0.0 -0.1 0.3 -0.219
C 0.961 2.588 1.536 0.1 0.2 -0.4 -0.222
N 0.776 1.159 1.610 0.0 -0.2 0.3 -0.584
C 1.587 0.246 1.015 0.0 -0.2 0.1 0.326
C 1.090 -0.954 0.619 -0.3 0.1 0.1 -0.465
C 1.881 -1.997 0.034 0.4 0.0 -0.1 0.551
O 1.396 -3.010 -0.452 0.1 -0.1 0.0 -0.608
C 3.382 -1.771 0.048 -0.1 -0.1 -0.1 -0.496
C 3.751 -0.303 -0.169 0.1 0.1 0.0 -0.028
C 3.300 0.146 -1.561 0.0 -0.1 0.2 -0.618
C 5.267 -0.125 -0.050 -0.3 0.0 0.0 -0.598
C 3.055 0.542 0.908 0.1 -0.1 -0.2 -0.465
C -1.673 3.049 -0.086 -0.1 0.0 0.1 -0.233
C -2.806 2.263 -0.763 -0.1 0.2 0.2 -0.232
H -1.828 -5.684 -0.580 0.2 -0.2 0.0 0.201
H -3.438 -4.978 -0.066 -0.2 0.0 0.0 0.185
H -0.744 -3.525 -0.230 0.2 0.0 0.0 0.245
H -2.189 -2.169 1.440 -0.1 -0.1 -0.2 0.239
H -3.613 -2.639 0.499 0.1 0.1 0.1 0.198
H -2.147 -1.544 -1.416 0.0 0.1 0.0 0.402
H -0.729 -0.046 -1.875 0.0 0.0 0.0 0.217
H -1.741 0.835 -3.048 0.1 0.0 0.0 0.194
H -0.752 2.921 -2.506 0.1 0.0 0.0 0.165
H 0.609 1.832 -2.175 0.0 0.0 0.0 0.214
H 1.615 2.809 -0.514 0.0 0.0 0.0 0.195
H 0.671 4.191 0.085 0.1 0.0 -0.1 0.178
H 1.955 2.868 1.889 -0.1 0.1 0.1 0.202
H 0.228 3.046 2.202 0.1 0.0 0.0 0.211
H -0.202 0.891 1.610 0.0 0.0 0.0 0.415
H 0.029 -1.137 0.699 -0.2 0.0 0.0 0.222
H 3.841 -2.408 -0.710 0.0 0.0 0.0 0.228
H 3.748 -2.100 1.026 0.1 0.0 0.1 0.225
H 2.223 0.038 -1.666 -0.1 0.0 -0.1 0.214
H 3.778 -0.461 -2.326 0.1 -0.1 -0.1 0.217
H 3.569 1.187 -1.735 0.0 0.1 0.0 0.203
H 5.777 -0.713 -0.809 0.1 -0.1 -0.1 0.213
H 5.619 -0.449 0.926 0.1 0.0 0.1 0.208
H 5.542 0.920 -0.185 0.1 0.1 0.0 0.205
H 3.228 1.598 0.700 0.0 0.1 0.0 0.213
H 3.506 0.323 1.882 0.0 0.1 0.0 0.234
H -1.726 4.115 -0.377 0.0 -0.1 0.0 0.166
H -1.777 2.982 0.999 -0.1 0.1 0.0 0.215
H -3.684 2.229 -0.118 0.1 0.1 -0.1 0.252
H -3.085 2.722 -1.715 0.0 0.0 0.0 0.195
```
Forces are in eV/Å.

***

# 4
Density functional theory data (ωB97M-V/def2-TZVPD) for 3 unconnected molecules or ions with the total composition C18H30NO5P in a non-equilibrium geometry.

As for the multiplicity: 1. The value obtained for the HOMO energy is -9.35 eV. The value obtained for the total energy is -1475.72883 Ha. The calculation puts the HOMO-LUMO gap at 0.2757 hartree. Its SMILES is CC[C@@H](C)N1C(=O)c2cccc([PH2]=O)c2C1=O.CC(C)O.CC(C)O.

The geometry in XYZ format:
```
55
Properties=species:S:1:pos:R:3:forces:R:3:nbo_charge:R:1
C 2.232 2.502 0.336 0.1 0.7 -1.1 -0.635
C 0.720 2.328 -0.275 0.3 0.7 0.0 -0.426
C -0.319 1.483 0.668 -0.5 2.3 0.8 -0.053
C -1.794 2.187 0.538 0.1 -1.1 -0.1 -0.637
N -0.386 0.001 0.396 -0.2 0.4 0.4 -0.544
C -0.529 -0.469 -1.033 -1.1 -0.4 -2.5 0.697
O -1.242 0.030 -2.060 4.8 -2.8 7.0 -0.538
C 0.401 -1.844 -0.996 1.5 -2.6 0.8 -0.115
C 0.982 -2.787 -2.204 0.5 -0.5 4.9 -0.175
C 1.889 -4.106 -1.720 -1.6 2.4 2.9 -0.208
C 2.147 -4.464 -0.106 -1.7 2.9 -1.4 -0.165
C 1.544 -3.490 1.113 -0.9 2.0 -4.7 -0.347
P 1.821 -3.875 2.986 -2.0 -6.1 -0.1 1.352
O 1.575 -5.451 3.195 1.1 4.9 -0.8 -1.063
C 0.696 -2.177 0.617 0.9 -1.9 -2.2 -0.096
C -0.020 -0.956 1.508 -0.3 -1.0 1.4 0.709
O -0.249 -0.875 2.821 1.5 0.0 -8.2 -0.578
H 2.225 3.415 1.080 0.2 -2.1 -1.2 0.220
H 2.920 2.845 -0.577 -1.4 -0.7 2.1 0.219
H 2.707 1.524 0.772 -1.1 1.9 -0.6 0.212
H 0.270 3.431 -0.359 1.0 -2.6 0.1 0.237
H 0.829 1.944 -1.374 -0.6 0.4 2.1 0.219
H 0.041 1.646 1.794 -0.8 -0.7 -2.4 0.234
H -1.738 3.328 0.794 -0.1 -2.3 -0.4 0.222
H -2.148 2.042 -0.572 0.6 0.4 2.2 0.234
H -2.517 1.591 1.265 1.3 1.5 -1.6 0.222
H 0.787 -2.513 -3.335 0.5 -0.7 2.7 0.265
H 2.349 -4.787 -2.558 -1.0 1.4 2.0 0.247
H 2.804 -5.420 0.175 -1.7 2.4 -0.7 0.268
H 3.162 -3.582 3.422 -0.8 0.6 -0.5 -0.025
H 0.784 -3.204 3.756 1.1 0.3 -0.9 0.038
C -2.417 -4.235 1.576 0.2 -0.3 -0.1 -0.631
C -2.806 -4.068 3.037 0.0 0.5 -0.4 0.094
C -4.090 -3.266 3.180 -0.3 0.0 0.3 -0.629
O -1.754 -3.404 3.733 0.2 0.0 0.1 -0.731
H -2.239 -3.262 1.105 -0.2 0.0 0.1 0.190
H -1.485 -4.803 1.489 -0.1 0.0 0.1 0.226
H -3.199 -4.756 1.016 0.1 0.1 0.0 0.210
H -2.934 -5.053 3.498 0.2 0.2 0.1 0.180
H -3.971 -2.259 2.765 0.0 -0.1 -0.1 0.197
H -4.351 -3.144 4.237 0.0 -0.1 -0.1 0.218
H -4.922 -3.759 2.668 0.1 0.1 0.0 0.208
H -1.634 -2.529 3.330 0.0 -0.2 0.2 0.472
C 0.014 4.779 -3.769 -0.4 0.0 0.1 -0.631
C 1.059 5.508 -2.940 0.2 -0.3 -0.6 0.094
C 2.060 6.234 -3.824 0.2 0.3 0.1 -0.629
O 1.749 4.569 -2.118 0.2 -0.1 0.2 -0.724
H 0.480 4.022 -4.410 0.1 0.2 0.0 0.199
H -0.692 4.250 -3.120 0.1 0.1 -0.1 0.220
H -0.545 5.476 -4.401 0.1 -0.1 0.0 0.212
H 0.567 6.226 -2.275 0.2 -0.2 0.1 0.177
H 2.599 5.529 -4.468 -0.2 0.0 0.0 0.198
H 2.814 6.744 -3.214 -0.2 0.0 -0.1 0.219
H 1.562 6.975 -4.458 0.1 -0.1 0.0 0.212
H 2.189 3.928 -2.700 -0.2 0.3 0.2 0.459
```
Forces are in eV/Å.